122
Properties=species:S:1:pos:R:3:forces:R:3 method="wB97M-V/def2-TZVPD" largest_force_ev_per_a=0.954 total_charge=+2 energy_ev=-209455.3510
Pb -0.746714 0.568990 0.212385 -0.1 -0.9 -0.2
Cl -8.725607 0.485716 3.866270 -0.1 0.0 0.0
C -7.273103 1.040149 3.164373 0.1 0.0 0.0
C -6.173262 1.308501 3.973286 0.0 0.0 0.1
C -5.000272 1.745112 3.403640 0.1 0.1 -0.2
C -4.884565 1.956391 2.009138 -0.1 -0.1 0.1
C -6.008003 1.610666 1.216426 0.2 0.1 0.1
C -7.183874 1.178567 1.780988 -0.1 0.0 0.0
C -3.620606 2.323058 1.408207 0.0 0.0 -0.5
C -3.486696 2.495415 0.010513 -0.2 -0.1 0.8
C -4.414920 3.138918 -0.872244 -0.1 -0.1 -0.2
C -3.797915 3.205372 -2.085804 -0.2 0.0 -0.1
C -2.520988 2.569137 -1.946166 -0.1 0.0 0.6
C -1.522669 2.505435 -3.003400 0.5 -0.2 -0.1
C -1.953740 3.045439 -4.320418 0.0 0.0 0.0
C -1.366286 4.195475 -4.842017 0.0 0.1 0.1
C -1.770012 4.697159 -6.069150 0.1 0.1 0.0
C -2.738907 4.024917 -6.796662 0.0 0.0 0.0
Cl -3.229287 4.633200 -8.331695 0.0 0.0 0.0
C -3.326089 2.871515 -6.297611 -0.1 -0.1 0.1
C -2.948902 2.399793 -5.051040 0.0 -0.1 0.0
C -0.221828 2.056849 -2.896912 -0.8 0.1 -0.1
N 0.367185 1.535521 -1.751721 0.4 0.1 0.2
C 1.614996 1.230069 -2.066897 -0.4 0.2 0.1
C 2.646084 0.784335 -1.117039 0.1 0.0 0.6
C 3.875686 0.244820 -1.718510 0.0 0.0 -0.1
C 3.755228 -0.766768 -2.678365 0.0 0.0 0.0
C 4.874196 -1.398533 -3.182107 0.0 -0.1 -0.1
C 6.134371 -0.988604 -2.766079 0.0 0.0 0.0
Cl 7.527614 -1.804882 -3.357920 0.0 0.0 0.0
C 6.280489 0.080881 -1.893910 0.0 0.1 0.0
C 5.153825 0.686450 -1.366127 0.0 0.1 0.0
C 2.562459 0.916990 0.260969 0.0 -0.2 -0.7
C 3.608959 0.673085 1.225237 0.0 -0.1 0.3
C 3.136057 1.098320 2.423961 0.2 -0.1 0.1
C 1.785782 1.561842 2.203001 0.0 -0.3 -0.5
N 1.445910 1.407388 0.927592 -0.1 0.9 0.4
C 0.915178 2.141035 3.227981 -0.5 0.2 0.1
C -0.411557 2.489126 3.070178 0.7 -0.2 0.0
C -1.181304 3.295087 3.983748 -0.3 0.1 0.0
C -2.446592 3.336236 3.494778 0.1 0.4 0.2
C -2.440627 2.555965 2.282526 0.2 -0.4 -0.2
N -1.232930 2.111616 2.009387 -0.3 0.1 0.0
C 1.515780 2.376576 4.555661 0.0 0.0 0.0
C 0.904600 1.844673 5.695619 0.0 -0.1 -0.1
C 1.463511 2.030216 6.948391 -0.1 0.0 0.0
C 2.618929 2.785347 7.072742 0.0 0.0 0.0
Cl 3.304333 3.039386 8.628369 0.0 0.0 0.0
C 3.230516 3.339086 5.955540 0.1 0.1 -0.1
C 2.690961 3.118735 4.703585 0.0 0.1 -0.1
C 1.886128 1.533447 -3.455511 0.1 0.1 -0.2
C 0.745459 2.045749 -3.972618 0.2 -0.1 0.0
N -2.341664 2.176945 -0.672635 0.5 0.6 -0.5
H -6.247574 1.164554 5.043419 0.0 0.0 -0.1
H -4.150790 1.903840 4.048116 0.0 0.0 0.0
H -5.945515 1.651895 0.142199 0.0 -0.1 -0.1
H -8.035826 0.927562 1.161373 0.1 0.0 0.0
H -5.351825 3.597478 -0.594905 0.1 -0.1 0.0
H -4.169908 3.680594 -2.980897 0.0 0.0 0.1
H -0.609126 4.718176 -4.267748 0.0 0.0 -0.1
H -1.337049 5.607846 -6.462067 0.0 0.0 0.0
H -4.072340 2.350528 -6.883461 0.0 0.0 0.0
H -3.417574 1.504513 -4.654631 0.0 0.1 0.0
H 2.769842 -1.078209 -3.007235 0.0 -0.1 0.0
H 4.784411 -2.205759 -3.898977 0.0 0.0 0.1
H 7.270072 0.441461 -1.642853 -0.1 -0.1 0.0
H 5.264746 1.541306 -0.709500 0.0 -0.1 0.0
H 4.569781 0.226475 1.022945 -0.1 0.0 0.0
H 3.648935 1.077775 3.373728 0.0 0.0 -0.1
H -0.792650 3.809876 4.848918 -0.1 -0.1 0.0
H -3.276363 3.912918 3.877005 0.1 -0.1 0.0
H 0.007834 1.245430 5.588441 0.0 0.0 0.0
H 1.005527 1.598308 7.828496 0.0 0.0 0.0
H 4.118401 3.946025 6.074705 0.0 0.0 0.0
H 3.157879 3.567966 3.833941 0.0 0.0 0.1
H 2.832672 1.405570 -3.956298 -0.1 0.0 0.0
H 0.571167 2.383597 -4.982134 0.0 -0.1 0.1
C -3.024399 -1.013290 -2.486197 0.1 -0.1 0.0
O -1.712148 -1.210594 -1.969109 -0.1 0.1 -0.1
C -0.938341 -2.167694 -2.567183 -0.2 0.1 -0.1
C -1.293295 -2.854846 -3.711034 -0.1 0.0 0.0
C -0.436125 -3.825762 -4.223208 -0.1 0.0 -0.1
Br -0.930535 -4.741762 -5.795070 0.0 0.0 0.0
C 0.750537 -4.119036 -3.603210 0.1 -0.1 0.1
C 1.115557 -3.421133 -2.445468 0.2 -0.1 0.0
C 0.282269 -2.423153 -1.939394 0.3 0.0 0.2
O 0.615458 -1.681989 -0.857076 0.0 -0.1 -0.1
C 2.357499 -3.713126 -1.725100 0.0 0.0 0.0
N 2.730297 -3.048629 -0.655149 0.2 0.0 0.2
C 3.948911 -3.590743 -0.261614 -0.2 0.2 0.0
C 4.780191 -3.257646 0.806290 0.1 0.0 0.0
C 5.948768 -3.979762 0.954962 0.0 0.0 0.0
C 6.289754 -5.009564 0.061748 0.0 0.0 0.0
C 5.475643 -5.344696 -1.001989 0.0 0.0 -0.1
C 4.298261 -4.615617 -1.139013 0.0 0.0 -0.1
N 3.262814 -4.669895 -2.062338 0.1 -0.1 -0.1
H -3.590172 -1.947358 -2.489792 0.0 0.0 0.0
H -2.993579 -0.602871 -3.497662 0.0 0.0 0.0
H -3.508800 -0.299276 -1.822207 0.0 0.0 0.0
H -2.220804 -2.649537 -4.224377 0.0 0.0 0.0
H 1.391367 -4.888709 -4.015524 0.0 0.0 0.0
H 1.506322 -2.038167 -0.528265 0.0 0.0 0.1
H 4.506689 -2.465230 1.493815 0.0 0.0 0.0
H 6.618971 -3.756037 1.776271 0.0 0.0 0.0
H 7.212639 -5.555378 0.213077 0.0 0.0 0.0
H 5.748033 -6.133570 -1.692741 0.0 0.0 0.0
H 3.169737 -5.335672 -2.808894 0.0 0.0 0.0
N -3.618756 -2.758005 2.729880 0.0 0.0 0.0
C -3.429770 -1.572987 2.090402 0.2 -0.1 0.0
N -2.167648 -1.307438 1.871061 -0.3 -0.1 0.2
C -1.470150 -2.397612 2.399541 0.1 0.2 -0.1
C -0.096218 -2.654428 2.425797 0.0 0.0 0.0
C 0.322626 -3.842342 2.986910 0.0 0.0 0.0
C -0.595293 -4.759308 3.530758 0.0 0.0 0.0
C -1.953365 -4.514764 3.523276 0.0 0.0 0.0
C -2.366920 -3.317478 2.940771 -0.1 0.0 0.0
H -4.503130 -3.163874 2.982101 0.0 0.0 0.0
H -4.260375 -0.940314 1.797533 0.1 -0.1 0.1
H 0.611598 -1.943506 2.011479 0.0 -0.1 0.0
H 1.378894 -4.082064 3.009046 0.0 0.0 0.0
H -0.225710 -5.680447 3.964327 0.0 0.1 0.0
H -2.657337 -5.220322 3.948059 0.0 0.0 0.0